[1]
74
Properties=species:S:1:pos:R:3:forces:R:3 method="wB97M-V/def2-TZVPD" de_lowest_kcal_mol=3.2 spin_multiplicity=5 charge=+3 homo_lumo_gap_ev="6.25 / 3.46" homo_ev="-16.303 / -16.403" energy_ha=-8080.39312 fmax_ev_per_a=0.85 s2=6.018
Co -0.81585 0.12899 0.15765 0.26 -0.34 0.23
Se -2.10772 2.91768 -0.10613 -0.04 -0.12 0.16
Se -3.96506 1.55807 -0.19425 0.33 -0.11 -0.13
C -3.33807 0.45985 -1.64010 -0.26 0.13 -0.14
C -4.18625 0.24759 -2.71477 -0.12 0.15 0.23
C -3.72438 -0.53333 -3.76669 0.19 -0.10 -0.05
C -2.45897 -1.08837 -3.66918 -0.25 0.04 -0.09
C -1.69941 -0.85489 -2.52799 0.09 -0.07 0.14
N -2.11233 -0.07588 -1.52708 -0.06 0.20 0.26
C -1.66393 2.54656 1.74467 -0.15 0.23 0.05
C -1.92784 3.42898 2.77036 -0.01 0.09 -0.19
C -1.49377 3.07576 4.04521 0.08 -0.15 0.05
C -0.81711 1.87735 4.21547 -0.01 0.15 0.01
C -0.59897 1.05986 3.11577 0.05 -0.05 0.00
N -1.02526 1.38206 1.89104 -0.34 -0.15 -0.29
H -5.17357 0.69206 -2.72954 0.01 -0.01 -0.06
H -4.34349 -0.69880 -4.63852 0.00 -0.02 0.01
H -2.06252 -1.70854 -4.46116 0.04 -0.01 0.02
H -0.73002 -1.31846 -2.40757 0.02 0.03 0.00
H -2.44249 4.36196 2.58354 0.00 0.00 0.03
H -1.67729 3.73284 4.88519 0.00 0.01 0.00
H -0.44968 1.57959 5.18798 0.00 -0.02 -0.01
H -0.04597 0.13283 3.20314 -0.05 -0.03 0.01
C -4.17074 -2.25089 1.33662 0.07 0.16 0.01
C -2.88006 -1.66395 1.91108 0.07 -0.13 0.02
C -3.01516 -1.48820 3.42204 -0.03 0.16 -0.14
C -1.66119 -2.50321 1.45990 -0.09 -0.16 -0.09
C -0.90442 -3.33756 2.49687 -0.29 0.12 0.07
O 0.46399 -3.26347 2.03186 0.15 -0.20 -0.11
C 0.56433 -2.30955 1.12889 -0.30 0.03 -0.08
N -0.56264 -1.71247 0.84652 0.05 0.34 0.07
C 1.87866 -2.16608 0.48305 0.24 -0.10 -0.01
C 2.75051 -3.24247 0.70380 -0.17 0.11 0.11
C 3.96608 -3.33338 0.05403 0.10 0.02 -0.05
C 4.33484 -2.34606 -0.84205 0.02 -0.04 0.03
C 3.49818 -1.25995 -1.05039 -0.11 0.03 0.06
C 2.27047 -1.13892 -0.40401 -0.15 0.03 -0.03
P 1.35936 0.43611 -0.67945 0.84 0.06 -0.12
C 1.39691 0.72527 -2.47592 -0.12 -0.06 -0.04
C 1.49419 -0.31225 -3.40574 0.05 0.05 0.13
C 1.54029 -0.02902 -4.76260 -0.03 -0.02 -0.07
C 1.47326 1.28542 -5.20464 -0.03 -0.02 0.00
C 1.34425 2.31951 -4.28691 -0.04 0.05 -0.01
C 1.29733 2.04359 -2.92958 -0.08 -0.10 0.08
C 2.48591 1.71108 -0.01001 -0.29 -0.05 -0.08
C 2.21105 2.32307 1.21044 -0.01 -0.01 -0.01
C 3.08729 3.25507 1.74707 0.03 0.03 0.01
C 4.25097 3.57912 1.06708 -0.02 0.00 0.02
C 4.52241 2.98816 -0.16025 0.04 -0.03 -0.04
C 3.64644 2.06329 -0.70256 -0.02 0.03 0.03
H -5.02937 -1.64154 1.62222 -0.03 -0.05 0.01
H -4.33736 -3.25603 1.72609 -0.03 -0.02 -0.03
H -4.13667 -2.31177 0.24596 0.01 -0.05 0.00
H -2.73965 -0.66166 1.46289 -0.05 0.02 0.03
H -3.19414 -2.44773 3.90836 0.01 0.00 0.03
H -3.87599 -0.85426 3.63838 0.01 -0.01 0.05
H -2.13983 -1.02533 3.87805 0.02 -0.06 0.04
H -2.01117 -3.17364 0.66718 0.03 0.01 0.01
H -1.20629 -4.38050 2.51884 0.09 -0.02 -0.03
H -0.93697 -2.93741 3.50950 0.08 0.04 -0.04
H 2.45332 -4.02517 1.38500 0.03 -0.02 -0.01
H 4.61772 -4.17485 0.24553 -0.02 -0.01 -0.02
H 5.27349 -2.41087 -1.37610 0.01 0.01 0.02
H 3.82031 -0.49043 -1.73493 -0.01 0.03 -0.05
H 1.56608 -1.34203 -3.07655 0.09 -0.02 0.02
H 1.65174 -0.83610 -5.47513 -0.01 0.01 0.00
H 1.52376 1.50432 -6.26281 0.02 0.00 0.00
H 1.29927 3.34555 -4.62744 -0.02 -0.01 -0.01
H 1.20812 2.85567 -2.21698 0.09 0.04 -0.03
H 1.31268 2.07438 1.75347 -0.03 -0.03 0.03
H 2.86176 3.73226 2.69169 0.02 -0.03 0.02
H 4.94550 4.29348 1.48808 -0.02 0.02 -0.01
H 5.42103 3.24983 -0.70263 0.00 0.01 0.02
H 3.87010 1.63781 -1.67084 -0.02 0.01 -0.03

---

[2]
16
Properties=species:S:1:pos:R:3:forces:R:3 method="wB97M-V/def2-TZVPD" de_lowest_kcal_mol=190.3 spin_multiplicity=1 charge=+1 homo_lumo_gap_ev="9.13 / 9.30" homo_ev="-13.759 / -13.429" energy_ha=-342.05400 fmax_ev_per_a=4.91
C -0.24992 2.22828 -0.31308 3.11 -3.31 -1.88
C 0.55136 1.42345 -1.04851 -0.08 -1.04 2.56
C -0.25869 -1.59250 0.58795 -3.10 0.19 -1.49
C 1.19553 0.21776 -0.32510 -1.89 1.23 -0.80
N -2.46152 -1.11251 1.51111 -1.02 -0.34 3.78
N 0.35910 -1.13267 -0.62473 3.11 -0.73 -1.52
O -1.54622 -1.25705 0.62792 2.08 -0.04 -1.05
H -0.59665 3.00610 -0.85706 -1.69 2.77 -0.65
H -0.28035 1.98469 0.70129 -0.87 0.36 1.50
H 0.84302 1.58805 -2.04892 -0.05 0.24 -1.08
H 0.40201 -1.65311 1.36630 1.08 -0.28 2.30
H 1.12973 0.44555 0.73237 -0.21 -0.58 0.22
H 2.21725 0.04964 -0.54580 0.88 -0.42 -0.61
H -2.18543 -1.31102 2.61556 0.28 0.28 -3.35
H 1.12946 -1.90467 -0.88814 -2.19 2.02 0.39
H -0.24868 -0.97999 -1.49116 0.58 -0.36 1.68